Molecular formula: C48H127N15O20
Method: DFT, ωB97M-V/def2-TZVPD

- E_HOMO (eV) = -8.217
- HOMO-LUMO gap (eV) = 8.365
- structure (SMILES) = COCCNCCOC.COCCNCCOC.COCCNCCOC.COCCNCCOC.COCCNCCOC.COCCNCCOC.COCCNCCOC.NC(N)=O.NC(N)=O.NC(N)=O.NC(N)=O.OCCO

The geometry in ORCA input format:
```
! wB97M-V def2-TZVPD RIJCOSX def2/J DEFGRID3
* xyz 0 1
C 19.49571 -6.08045 28.98151
O 19.73257 -4.85318 28.28648
C 20.91796 -4.26944 28.77491
C 21.04121 -2.86358 28.21681
N 20.16824 -2.02474 28.98272
C 19.50899 -0.87559 28.33016
C 18.48875 -0.34790 29.30983
O 17.41339 -1.26734 29.55801
C 17.04449 -1.40896 30.88141
H 19.37556 -5.89447 30.07173
H 20.30112 -6.82930 28.84669
H 18.55921 -6.50025 28.64698
H 21.75704 -4.90479 28.43700
H 20.92425 -4.17095 29.83881
H 20.89886 -2.80594 27.15449
H 22.09423 -2.50640 28.40899
H 19.38213 -2.68269 29.31369
H 19.01128 -1.07812 27.40978
H 20.24571 -0.11419 28.18202
H 18.11314 0.59148 29.02458
H 19.05540 -0.07226 30.17688
H 16.27309 -2.11976 31.03129
H 16.81284 -0.41930 31.24538
H 17.85419 -1.83538 31.52701
C 19.58794 -4.68117 37.01350
O 18.45069 -4.10483 36.38132
C 17.29421 -4.83813 36.46444
C 16.62473 -4.97662 37.79343
N 15.43948 -4.23467 38.03990
C 15.59220 -2.85210 38.34698
C 16.20645 -2.49423 39.78418
O 15.93845 -3.57522 40.67551
C 14.61157 -3.34529 41.16596
H 19.74370 -4.27484 38.05556
H 20.51309 -4.41819 36.55181
H 19.55607 -5.81214 37.02010
H 17.45116 -5.82372 36.06926
H 16.65939 -4.35199 35.74433
H 17.46784 -4.64061 38.50256
H 16.33886 -6.03451 37.93990
H 14.95434 -4.66229 38.78885
H 14.56530 -2.56356 38.33599
H 16.22059 -2.36441 37.59132
H 15.93928 -1.50080 40.28517
H 17.30482 -2.37566 39.81832
H 14.70423 -2.48331 41.82888
H 14.28345 -4.20564 41.72893
H 13.91093 -3.12773 40.35218
C 14.20071 -4.59404 28.13311
O 13.66441 -3.34468 27.77259
C 14.46745 -2.67178 26.83417
C 13.64192 -1.58006 26.16323
N 12.52252 -2.02638 25.33716
C 11.65551 -0.96268 25.00675
C 12.09684 -0.13809 23.82888
O 13.13224 0.65773 24.30309
C 13.70695 1.35493 23.22252
H 15.16639 -4.45578 28.50384
H 14.06304 -5.31444 27.36281
H 13.55598 -5.03698 28.87359
H 14.74854 -3.38789 26.18866
H 15.37862 -2.29724 27.31970
H 14.29336 -0.95350 25.56224
H 13.14756 -0.99307 27.01489
H 11.97296 -2.79084 25.74863
H 11.44842 -0.29645 25.91496
H 10.64570 -1.31174 24.71196
H 11.19003 0.46799 23.61445
H 12.42881 -0.80285 23.00023
H 14.35731 2.08190 23.68143
H 13.00463 1.90402 22.64960
H 14.19678 0.78495 22.43753
C 11.11384 1.89285 29.44645
O 11.35915 0.81966 28.58028
C 10.57269 -0.27744 28.78446
C 10.89090 -1.18722 29.98480
N 12.35719 -1.28434 30.05026
C 12.88163 -1.64476 31.31870
C 12.54336 -3.06887 31.80084
O 13.32200 -3.98307 31.07754
C 13.46006 -5.24117 31.76051
H 10.85790 2.72369 28.71560
H 12.06935 2.08264 29.96378
H 10.29304 1.69391 30.12015
H 10.76418 -0.93627 27.94944
H 9.51865 0.06324 28.70620
H 10.45305 -2.20608 29.94358
H 10.56059 -0.72338 30.94350
H 12.57957 -1.97148 29.33876
H 12.61527 -0.85971 32.05676
H 13.95563 -1.59997 31.21986
H 11.43757 -3.30575 31.80876
H 12.78847 -3.08947 32.89216
H 13.87262 -5.02585 32.71180
H 14.13704 -5.79080 31.14205
H 12.56668 -5.83756 31.88216
C 15.30926 2.80554 31.52040
O 13.99848 3.33039 31.50957
C 14.06301 4.67940 31.01718
C 12.97852 5.56957 31.58164
N 12.94297 6.73344 30.78427
C 14.11399 7.61980 30.67587
C 13.78334 9.02088 30.09130
O 12.79569 9.55784 30.85922
C 12.16541 10.72054 30.28580
H 15.99813 3.32000 32.22695
H 15.84125 2.73533 30.55838
H 15.25930 1.73292 31.86767
H 13.95237 4.63379 29.93878
H 15.07311 5.09286 31.29773
H 13.08481 5.70736 32.66004
H 12.01536 5.10973 31.42954
H 12.20070 7.33858 31.11163
H 14.89342 7.05984 30.16330
H 14.50204 7.83351 31.67441
H 13.58047 8.99322 29.04245
H 14.77041 9.49399 30.20469
H 11.35634 10.98999 30.98254
H 11.70847 10.47457 29.38314
H 12.77300 11.63626 30.07524
C 22.00267 -1.89416 31.62802
O 21.26479 -2.98804 32.20886
C 21.09306 -2.98457 33.63505
C 20.24601 -1.78143 34.12894
N 18.84195 -2.07808 34.12673
C 17.95611 -0.97167 34.54247
C 16.40659 -1.19278 34.40594
O 15.89303 -1.73748 35.60734
C 14.53962 -2.20801 35.43205
H 22.94551 -1.65660 32.18949
H 21.36257 -1.00000 31.53938
H 22.39223 -2.27075 30.69275
H 22.07035 -3.09125 34.11708
H 20.55218 -3.86915 33.96353
H 20.34445 -1.00417 33.44427
H 20.59401 -1.47766 35.11251
H 18.60002 -2.83863 34.68918
H 18.18865 -0.08312 33.91342
H 18.13615 -0.54022 35.54377
H 16.25296 -1.87921 33.60459
H 15.93531 -0.24115 34.23566
H 13.85309 -1.36980 35.06577
H 14.14441 -2.46480 36.42630
H 14.42574 -3.01547 34.64985
C 10.76161 10.40854 25.83629
O 11.33867 11.27467 24.92986
C 11.37491 10.72260 23.63450
C 12.42051 9.56155 23.51857
N 13.52185 9.91637 24.41486
C 14.52959 8.84780 24.67996
C 14.10042 7.51811 25.23829
O 14.09687 7.69379 26.61689
C 13.48158 6.58806 27.29186
H 11.14692 10.64344 26.90334
H 10.97844 9.35160 25.62286
H 9.66934 10.45331 25.73321
H 11.59833 11.54684 22.92383
H 10.29367 10.40281 23.37263
H 12.62137 9.57565 22.44046
H 11.83563 8.62099 23.63690
H 13.16676 10.19791 25.31323
H 15.29832 9.22551 25.37702
H 15.01267 8.62983 23.74956
H 14.90466 6.79462 24.96257
H 13.23487 7.01641 24.75797
H 13.87786 6.61586 28.35071
H 13.66538 5.60565 26.70580
H 12.40307 6.79810 27.33129
N 7.89704 -1.34202 32.45033
C 8.42712 -2.33296 33.23318
N 7.61423 -3.26084 33.74120
O 9.58650 -2.43160 33.51998
H 6.92044 -1.19813 32.55969
H 8.49364 -0.53866 32.21348
H 6.78063 -3.55148 33.26025
H 8.06551 -4.00260 34.22151
N 11.22224 2.42692 33.53601
C 10.46160 1.24863 33.25841
N 10.71903 0.19081 34.00095
O 9.60709 1.24505 32.34773
H 11.31199 3.03758 32.70458
H 12.13863 2.34239 33.99287
H 10.23226 -0.62924 33.69758
H 11.34796 0.19230 34.73523
N 12.59418 0.86244 38.20774
C 13.41967 0.92479 37.18140
N 14.72616 0.63539 37.56626
O 13.15814 1.10865 35.98168
H 12.78424 0.68244 39.15758
H 11.63061 0.85545 37.95348
H 15.41941 0.73474 36.84913
H 15.02370 0.80860 38.47980
N 14.73923 0.75507 28.83005
C 14.81670 1.58020 27.69613
N 13.64041 2.05058 27.16176
O 15.90719 1.81477 27.12909
H 13.88198 0.42297 29.22497
H 15.54952 0.16780 28.92541
H 12.76728 1.52216 27.33795
H 13.86709 2.21250 26.16308
O 13.55450 -5.63400 35.09213
C 12.13912 -5.62076 35.33082
C 11.28478 -4.47852 34.84474
O 11.85271 -3.23325 35.26224
H 13.81078 -4.86125 35.63015
H 11.85639 -6.57374 34.89896
H 12.00137 -5.74908 36.41975
H 10.31655 -4.65074 35.31861
H 11.15013 -4.49285 33.74304
H 11.32397 -2.48200 34.87422
*
```

---

Molecular formula: C45H111N12O6P3
Method: DFT, ωB97M-V/def2-TZVPD

- E_HOMO (eV) = -8.091
- HOMO-LUMO gap (eV) = 8.390
- structure (SMILES) = CN(C)P(=O)(N(C)C)N(C)C.CN(C)P(=O)(N(C)C)N(C)C.CN(C)P(=O)(N(C)C)N(C)C.CC1(C)CCCC(C)(C)N1O.CC1(C)CCCC(C)(C)N1O.CC1(C)CCCC(C)(C)N1O

The geometry in ORCA input format:
```
! wB97M-V def2-TZVPD RIJCOSX def2/J DEFGRID3
* xyz 0 1
C 2.90651 5.35525 0.48534
N 2.47788 5.13558 -0.86740
C 2.53933 3.69114 -1.21859
P 2.43048 6.34560 -2.05023
O 2.12279 7.64159 -1.49153
N 4.02816 6.25913 -2.79098
C 5.18334 5.75175 -2.02167
C 4.41003 7.18189 -3.76703
N 1.31613 5.65481 -3.30056
C 1.82774 5.10560 -4.59542
C -0.08140 5.33219 -2.96627
H 2.26984 4.67839 1.05510
H 2.87856 6.38998 0.82685
H 3.93760 5.01926 0.59524
H 1.91959 3.06895 -0.57292
H 3.57712 3.35891 -1.24556
H 2.16042 3.49210 -2.22105
H 6.15176 5.92845 -2.48969
H 5.22298 6.07355 -0.98102
H 5.06259 4.67136 -2.10083
H 3.66895 6.98053 -4.54056
H 4.10316 8.16625 -3.41354
H 5.41222 7.28011 -4.18424
H 1.09456 4.83392 -5.35485
H 2.16704 5.99478 -5.12678
H 2.59334 4.34099 -4.46375
H -0.21260 4.25588 -3.07776
H -0.87488 5.94120 -3.39937
H -0.16394 5.41301 -1.88241
C 1.15836 0.09584 -9.04220
N 0.92721 0.71714 -7.73969
C 2.06801 1.52577 -7.29313
P -0.29867 0.31037 -6.65034
O -1.58465 -0.03114 -7.32397
N 0.36193 -1.09447 -5.85082
C 1.51504 -1.03315 -4.89428
C -0.23253 -2.44761 -5.99143
N -0.32435 1.59182 -5.51460
C -0.71822 2.83590 -6.11861
C -0.90963 1.37221 -4.21010
H 1.99220 -0.60267 -8.97228
H 1.76431 0.80199 -9.60989
H 0.28555 -0.32609 -9.54046
H 1.85443 2.10504 -6.39483
H 2.33793 2.24986 -8.06185
H 2.85985 0.80701 -7.08222
H 1.96073 -0.04014 -4.95246
H 1.20417 -1.11046 -3.85242
H 2.26466 -1.81010 -5.04439
H -0.61469 -2.59231 -7.00194
H 0.66804 -3.06143 -5.97443
H -0.86258 -2.72354 -5.14586
H -0.03297 3.05754 -6.93679
H -1.75393 2.82188 -6.45802
H -0.77930 3.59782 -5.34155
H -0.04411 1.16514 -3.58075
H -1.61699 0.54371 -4.17354
H -1.47867 2.27079 -3.97165
C -5.76842 1.98759 -3.80363
N -5.60588 2.00020 -2.38656
C -4.16094 2.30990 -2.05395
P -6.68270 0.98529 -1.41358
O -6.34138 -0.44825 -1.66601
N -6.33138 1.56554 0.14217
C -6.57348 2.96165 0.49579
C -5.65262 0.70496 1.12609
N -8.23968 1.52566 -1.94740
C -9.38769 0.61865 -1.83011
C -8.56577 2.95598 -1.86990
H -6.36786 1.10354 -4.02100
H -4.90556 1.63128 -4.36632
H -6.10014 2.95885 -4.17066
H -3.79002 1.52318 -1.39698
H -4.04642 3.19406 -1.42685
H -3.56768 2.42079 -2.96160
H -6.09751 3.49745 -0.32548
H -7.63851 3.09794 0.68354
H -6.10326 3.21619 1.44563
H -6.36178 0.24900 1.81695
H -5.10440 -0.04987 0.56234
H -4.96514 1.25770 1.76635
H -10.18717 1.14379 -1.30747
H -9.86108 0.27307 -2.74912
H -9.18656 -0.31096 -1.29770
H -8.92871 3.22236 -0.87721
H -9.41578 3.15973 -2.52112
H -7.66502 3.53428 -2.07565
C 2.68358 -1.43450 0.31620
C 1.82725 -0.31613 0.80612
C 2.72850 0.88418 1.10920
C 0.91231 -0.11561 -0.46718
C -0.40767 0.63607 -0.18831
C -1.14218 -0.00759 1.01795
C -0.27676 -0.21548 2.30307
C -0.12216 1.15503 3.06951
C -1.14325 -1.11778 3.27108
N 1.00002 -0.82570 1.94234
O 1.78890 -1.10005 3.10005
H 2.15504 -2.28705 -0.11030
H 3.37706 -1.11273 -0.46075
H 3.30519 -1.85474 1.10683
H 3.21794 0.88523 2.08314
H 3.45561 1.05208 0.31471
H 2.10980 1.78008 1.16102
H 1.37842 0.54680 -1.19659
H 0.72965 -1.07088 -0.95932
H -0.27167 1.69316 0.04004
H -1.03794 0.53772 -1.07217
H -1.52772 -0.91094 0.54528
H -2.05392 0.56044 1.20282
H -0.98121 1.70720 3.45062
H 0.51737 1.90457 2.60337
H 0.32815 0.80164 3.99711
H -2.17070 -0.75526 3.23911
H -0.67498 -1.09119 4.25500
H -0.96483 -2.11345 2.86497
H 2.18093 -0.26268 3.35835
C 4.58184 -1.75346 10.32044
C 4.64211 -0.48973 9.54604
C 5.39114 0.63293 10.22779
C 5.46032 -0.61425 8.11337
C 4.70963 -1.33507 7.00906
C 3.34229 -0.53416 6.83382
C 2.46497 -0.27217 8.09047
C 1.60732 0.88481 7.76242
C 1.58715 -1.46944 8.32123
N 3.33320 0.02597 9.28517
O 2.55896 0.22268 10.49503
H 4.02194 -1.63072 11.24755
H 4.03530 -2.52577 9.77920
H 5.55109 -2.18257 10.57446
H 4.81506 1.24683 10.92015
H 6.19721 0.33524 10.89842
H 6.00930 1.21984 9.54844
H 5.82416 0.36405 7.79932
H 6.25487 -1.32878 8.32838
H 5.23160 -1.10065 6.08133
H 4.55497 -2.40046 7.17976
H 2.66864 -0.74442 6.00311
H 3.71323 0.47623 6.66181
H 1.79901 1.85906 8.21207
H 0.54402 0.64930 7.80739
H 1.54351 1.01790 6.68245
H 0.89415 -1.69694 7.51123
H 1.00495 -1.39638 9.23981
H 2.20281 -2.36850 8.34852
H 2.81072 1.13686 10.64497
C -1.94316 -8.68804 -1.70346
C -1.59165 -8.01847 -0.30360
C -2.59157 -8.75087 0.74963
C -0.12877 -8.40789 0.18329
C 1.04343 -7.54876 -0.42939
C 0.82823 -6.01096 -0.24285
C -0.67662 -5.52152 -0.54251
C -0.86233 -4.23381 0.30254
C -0.92055 -5.22265 -2.06376
N -1.71417 -6.53094 -0.14583
O -3.03959 -6.11602 -0.49042
H -2.93381 -8.48042 -2.10794
H -1.08201 -8.43821 -2.32323
H -1.72404 -9.75542 -1.67568
H -3.65465 -8.53577 0.64146
H -2.53112 -9.83808 0.79882
H -2.36680 -8.39772 1.75603
H 0.02957 -8.31313 1.25756
H 0.07830 -9.43893 -0.10336
H 2.02123 -7.95051 -0.16369
H 1.00407 -7.74804 -1.50030
H 1.56267 -5.50079 -0.86609
H 1.16559 -5.82175 0.77622
H -0.84615 -4.43550 1.37359
H -1.68588 -3.57553 0.02590
H 0.05623 -3.69170 0.07790
H -1.63426 -4.41942 -2.24686
H -1.17265 -6.10956 -2.64511
H -0.04763 -4.90702 -2.63515
H -3.41597 -6.00168 0.38529
*
```

---

> Among the records above, which one has the highest E_HOMO?

C45H111N12O6P3